1.
A 2-piece molecular cluster, C11H15N overall in a non-equilibrium geometry, computed with ωB97M-V/def2-TZVPD.

- Orbital gap: 8.68 eV
- SMILES string: Cc1c[nH]c2ccccc12.CC

Geometry as XYZ:
```
27
Properties=species:S:1:pos:R:3:nbo_charge:R:1
C 1.95683 -1.86278 -1.28596 -0.632
C 1.10161 -1.54451 -0.11310 -0.094
C -0.23419 -1.76773 -0.05331 -0.026
N -0.76697 -1.15225 1.04384 -0.526
C 0.21823 -0.43174 1.67889 0.136
C 0.08385 0.53591 2.68210 -0.237
C 1.16930 1.34069 2.92182 -0.217
C 2.31620 1.22694 2.10671 -0.238
C 2.49707 0.21275 1.19777 -0.180
C 1.40258 -0.65616 0.97529 -0.100
H 2.57939 -2.76675 -1.20067 0.214
H 2.71562 -1.11669 -1.54393 0.217
H 1.34702 -1.96315 -2.18707 0.217
H -0.77756 -2.44970 -0.69383 0.212
H -1.75155 -1.06280 1.22214 0.409
H -0.87719 0.67750 3.15460 0.211
H 1.20277 2.11857 3.66735 0.214
H 3.05812 2.01072 2.19662 0.207
H 3.38101 0.19221 0.57218 0.212
C -2.14745 0.41692 -2.13418 -0.604
C -2.96547 1.70036 -1.95061 -0.603
H -2.62696 -0.36449 -1.54903 0.191
H -2.13951 0.07465 -3.16705 0.204
H -1.14697 0.57250 -1.74307 0.210
H -3.11090 1.94115 -0.90192 0.201
H -3.93605 1.54880 -2.43228 0.198
H -2.54882 2.56909 -2.46331 0.203
```



2.
A 2-piece molecular cluster, C40H33BF8N2O3S overall in a non-equilibrium geometry, computed with ωB97M-V/def2-TZVPD.

- Orbital gap: 3.25 eV

Geometry as XYZ:
```
88
Properties=species:S:1:pos:R:3:lowdin_charge:R:1
C 3.53979 4.55293 -4.33981 0.000
N 2.51711 3.76885 -3.68069 -0.027
C 1.27883 4.30875 -3.45663 -0.355
O 0.93573 5.45589 -3.73195 0.100
C 0.45515 3.25263 -2.72762 -0.158
C -0.81844 2.84524 -3.46199 -0.044
C -1.73306 4.02025 -3.49726 -0.093
C -1.97848 4.72483 -4.67341 -0.137
F -1.45111 4.26516 -5.83836 0.097
C -2.69047 5.91940 -4.66874 -0.112
F -2.89333 6.59828 -5.81230 0.122
C -3.18179 6.41498 -3.45857 -0.102
F -3.87287 7.57019 -3.43636 0.126
C -2.97762 5.70812 -2.27171 -0.109
F -3.44995 6.18763 -1.10513 0.125
C -2.27333 4.51237 -2.31139 -0.125
F -2.05440 3.82805 -1.14844 0.089
N 1.40103 2.15713 -2.57038 0.058
C 0.95933 1.08451 -1.87976 0.029
C 1.65922 -0.08810 -1.69659 -0.058
C 1.34945 -1.15132 -0.84780 0.096
C 2.11359 -2.36686 -0.96233 -0.187
C 1.70935 -3.58295 -0.34177 0.027
C 2.46123 -4.74448 -0.48645 -0.033
C 3.66027 -4.74246 -1.21891 -0.032
C 4.05970 -3.57614 -1.87792 -0.064
C 3.30166 -2.41519 -1.75363 -0.020
C 2.66653 2.35558 -3.31540 -0.448
C 2.77056 1.48773 -4.58441 0.017
C 3.92013 2.14009 -2.46649 0.011
H 3.18817 5.58264 -4.39206 0.099
H 4.46750 4.51533 -3.75950 0.094
H 3.72843 4.17844 -5.35353 0.100
H 0.16374 3.65935 -1.74124 0.175
H -0.56965 2.52833 -4.48502 0.139
H -1.28154 2.00559 -2.92339 0.131
H -0.04726 1.20067 -1.48019 0.151
H 2.51879 -0.17795 -2.35636 0.060
H 0.53075 -1.06297 -0.11885 0.148
H 0.77989 -3.58376 0.22769 0.097
H 2.12617 -5.67444 -0.02304 0.096
H 4.26411 -5.64421 -1.30962 0.117
H 4.96397 -3.54845 -2.49154 0.112
H 3.66148 -1.53690 -2.28912 0.094
H 1.96116 1.71893 -5.29152 0.100
H 3.72916 1.69994 -5.07877 0.095
H 2.73931 0.42113 -4.33668 0.082
H 3.90235 2.80772 -1.59503 0.112
H 3.99043 1.10376 -2.13068 0.074
H 4.79497 2.37195 -3.08608 0.093
C -5.95851 -3.06296 6.21351 -0.135
C -5.04220 -2.74254 5.09336 -0.603
C -5.25803 -2.80872 3.72878 -0.141
C -4.08660 -2.44847 2.94946 -0.142
C -3.00022 -2.18443 3.73768 -0.373
B -1.50268 -1.64048 3.37119 -0.807
C -0.60930 -3.00398 3.18920 -0.072
C 0.33069 -3.36585 4.14576 0.000
C 1.05170 -4.55732 3.98033 -0.001
C 0.78041 -5.36377 2.87539 -0.153
C 1.60759 -6.59214 2.61921 -0.527
F 1.23370 -7.25602 1.48045 0.088
F 2.93093 -6.25364 2.45912 0.098
F 1.54917 -7.50394 3.63129 0.122
C -0.21893 -5.03313 1.96995 -0.046
C -0.92761 -3.83547 2.13487 -0.044
O -1.60984 -0.71998 2.20898 0.094
C -1.46574 0.51086 2.75712 -0.205
C -1.15564 0.42562 4.14968 -0.210
C -0.72215 1.52289 4.88501 -0.010
C -0.49455 2.69181 4.17243 -0.122
C -0.83372 2.80063 2.81508 -0.134
C -1.36703 1.73477 2.09352 -0.037
O -1.09448 -0.85222 4.55345 0.043
S -3.42843 -2.17416 5.42398 1.089
H -6.92333 -3.39743 5.81837 0.074
H -5.52917 -3.86395 6.82943 0.071
H -6.11819 -2.19547 6.86833 0.072
H -6.20790 -3.08106 3.27261 0.094
H -4.08763 -2.40592 1.86598 0.097
H 0.49455 -2.75540 5.03762 0.122
H 1.80758 -4.84560 4.70402 0.119
H -0.43417 -5.68563 1.13267 0.115
H -1.74712 -3.59532 1.45435 0.121
H -0.54849 1.39023 5.94725 0.115
H -0.05108 3.53391 4.70211 0.092
H -0.67792 3.75348 2.30808 0.085
H -1.68136 1.80456 1.05709 0.089
```



3.
A 2-piece molecular cluster, Cl3H3Si2 overall in a non-equilibrium geometry, computed with ωB97M-V/def2-TZVPD.

- Orbital gap: 7.82 eV

Geometry as XYZ:
```
8
Properties=species:S:1:pos:R:3:nbo_charge:R:1
Si -1.03928 -0.36439 -0.45437 0.641
Si 1.23468 0.01984 -0.10588 0.948
Cl -2.25760 -0.50038 1.07176 -0.284
Cl 2.64927 -1.11145 0.54051 -0.280
Cl 0.52148 1.50113 2.32855 -0.629
H -1.42332 -1.43593 -1.36709 -0.141
H -1.51115 0.62590 -1.40416 -0.128
H 1.82594 1.26528 -0.60933 -0.129
```



no.,E_LUMO (Ha)
1,0.0318
2,-0.1094
3,-0.0646